1.
17
Properties=species:S:1:pos:R:3 method="wB97M-V/def2-TZVPD" smiles="C=CCCCN" spin_multiplicity=1 gap_ev=10.19
C 1.6493 0.7681 -2.0813
C 0.3628 0.7756 -1.8080
C -0.2101 0.7230 -0.4173
C -0.6185 -0.6976 -0.0305
C -0.2702 -1.0705 1.4099
N -0.9311 -0.3329 2.4689
H 1.9705 0.7356 -3.1210
H 2.4715 0.8285 -1.3791
H -0.4043 0.6923 -2.5683
H -1.0816 1.3334 -0.3704
H 0.4578 1.1685 0.3259
H -1.7073 -0.7557 -0.1461
H -0.1996 -1.4866 -0.6212
H -0.4977 -2.1405 1.5073
H 0.8023 -1.0130 1.5100
H -1.5152 0.4406 2.1839
H -0.2786 0.0315 3.1371

***

2.
16
Properties=species:S:1:pos:R:3 method="wB97M-V/def2-TZVPD" smiles=CC.CC spin_multiplicity=1 gap_ev=12.58
C 1.3021 1.4312 -0.7026
C 2.4200 0.6030 -0.0179
H 0.4789 0.8465 -0.9991
H 0.8942 2.2808 -0.1690
H 1.6879 1.8783 -1.5967
H 1.8968 -0.0292 0.8600
H 3.1742 1.0590 0.5121
H 2.8649 -0.1901 -0.6720
C -1.6223 -0.3153 0.7134
C -1.9881 -1.6053 -0.0126
H -0.6352 -0.2196 0.7010
H -2.0880 0.4664 0.1647
H -1.9944 -0.3920 1.6662
H -1.3295 -2.4498 0.2416
H -1.9811 -1.4407 -0.9899
H -3.0803 -1.9231 0.3009

***

3.
16
Properties=species:S:1:pos:R:3 method="wB97M-V/def2-TZVPD" smiles="CCC/C=C/O" spin_multiplicity=1 gap_ev=9.38
C -1.6748 0.4412 0.2637
C -0.8900 -0.8160 -0.1474
C 0.4369 -1.0939 0.6373
C 1.5746 -0.5255 -0.1686
C 1.5600 0.7965 -0.1356
O 1.7511 1.6005 -1.2179
H -1.1198 1.3686 0.0713
H -1.9346 0.4303 1.3287
H -2.6149 0.5177 -0.3000
H -1.5525 -1.6815 -0.0536
H -0.6536 -0.7195 -1.2171
H 0.3674 -0.6227 1.6286
H 0.5960 -2.1595 0.7609
H 1.8980 -1.0529 -1.0665
H 1.2427 1.2943 0.7819
H 1.0135 2.2224 -1.1659

***

4.
71
Properties=species:S:1:pos:R:3 method="wB97M-V/def2-TZVPD" smiles="CCCCN(C)C(=O)[C@H]1CCC(=O)N(c2cc(OC)c(OC)c(OC)c2)[C@@H]1c1ccc(OC)cc1" spin_multiplicity=1 gap_ev=8.59
C -2.4954 1.0274 -3.5241
C -3.9423 0.7243 -3.1502
C -4.2062 0.8196 -1.6476
C -3.5054 -0.2919 -0.8579
N -3.7449 -0.1910 0.5664
C -4.8304 -1.0029 1.0749
C -3.0962 0.6209 1.4293
O -3.3867 0.6590 2.6131
C -1.9531 1.4973 0.9143
C -2.1798 2.9540 1.3526
C -0.9657 3.5157 2.0905
C 0.3394 3.1327 1.4287
O 1.2027 3.9394 1.1525
N 0.4611 1.7905 1.2112
C 1.7205 1.2399 0.8805
C 2.2329 0.1846 1.6088
C 3.4588 -0.3928 1.2744
O 3.7943 -1.4395 2.0753
C 5.0342 -2.0997 1.9447
C 4.2032 0.1350 0.2153
O 5.4395 -0.3913 -0.1223
C 5.5315 -0.9441 -1.4199
C 3.7012 1.2566 -0.4750
O 4.5050 1.7609 -1.4551
C 4.1396 2.9818 -2.0542
C 2.4572 1.7806 -0.1659
C -0.6577 0.9158 1.5334
C -0.4855 -0.4785 0.9857
C -0.0916 -0.6914 -0.3333
C 0.0111 -1.9674 -0.8406
C -0.2942 -3.0732 -0.0448
O -0.1617 -4.2891 -0.6423
C -0.4106 -5.4440 0.1223
C -0.7081 -2.8664 1.2652
C -0.7979 -1.5787 1.7665
H -1.8193 0.2736 -3.1288
H -2.1980 1.9999 -3.1373
H -2.3844 1.0437 -4.6056
H -4.2067 -0.2755 -3.5010
H -4.5939 1.4367 -3.6605
H -3.8744 1.7925 -1.2800
H -5.2812 0.7528 -1.4673
H -3.8899 -1.2615 -1.1849
H -2.4326 -0.2916 -1.0525
H -5.7564 -0.7784 0.5431
H -4.9566 -0.7779 2.1317
H -4.5947 -2.0626 0.9565
H -1.8500 1.4536 -0.1677
H -3.0450 3.0046 2.0162
H -2.3879 3.5705 0.4763
H -1.0176 4.6030 2.1472
H -0.9444 3.1216 3.1096
H 1.7017 -0.2346 2.4465
H 5.8715 -1.4026 2.0007
H 5.0742 -2.7931 2.7855
H 5.0955 -2.6640 1.0106
H 4.7865 -1.7362 -1.5639
H 5.4029 -0.1846 -2.1933
H 6.5319 -1.3686 -1.4886
H 3.9602 3.7568 -1.3043
H 3.2502 2.8700 -2.6833
H 4.9863 3.2661 -2.6777
H 2.0606 2.6239 -0.7024
H -0.8028 0.8609 2.6215
H 0.1574 0.1499 -0.9634
H 0.3277 -2.1395 -1.8573
H 0.2574 -5.5044 0.9871
H -1.4506 -5.4858 0.4622
H -0.2165 -6.2846 -0.5421
H -0.9574 -3.6950 1.9086
H -1.1229 -1.4339 2.7863

***

5.
117
Properties=species:S:1:pos:R:3 method="wB97M-V/def2-TZVPD" spin_multiplicity=1 gap_ev=8.26
Sc -1.0938 2.3505 1.2397
C 1.4294 -5.7168 3.4233
C 0.5489 -5.0470 2.4028
C 0.9341 -4.9489 1.0716
C 0.1087 -4.3719 0.1175
C 0.5641 -4.2471 -1.3118
C -1.1447 -3.8832 0.5066
C -1.5515 -3.9656 1.8426
C -2.8949 -3.4585 2.3043
C -0.6890 -4.5410 2.7704
C -2.0685 -3.3355 -0.5300
C -2.7621 -4.2525 -1.3190
C -3.6589 -3.8264 -2.2849
C -3.8841 -2.4702 -2.4580
C -3.2123 -1.5330 -1.6796
C -2.2838 -1.9691 -0.7280
Ge -1.3284 -0.6178 0.3344
S -2.5567 0.4033 1.8139
S -0.4322 1.1003 -0.9402
Ge 1.4604 0.8273 0.3978
S 1.3153 2.4678 1.8269
S 0.7186 -1.1863 1.1294
C 3.1642 0.8447 -0.5944
C 3.3359 1.6174 -1.7436
C 4.5966 1.6872 -2.3315
C 5.6728 1.0048 -1.7889
C 5.5037 0.2607 -0.6320
C 4.2575 0.1842 -0.0188
C 4.1279 -0.5334 1.2835
C 4.2180 0.1896 2.4769
C 4.5190 1.6669 2.5081
C 4.0851 -0.4910 3.6861
C 3.8925 -1.8603 3.7343
C 3.7652 -2.5779 5.0508
C 3.8341 -2.5644 2.5338
C 3.9513 -1.9253 1.3109
C 3.8812 -2.7059 0.0276
C 2.2094 2.3731 -2.3607
C 1.8051 3.6100 -1.8617
C 2.5271 4.3062 -0.7368
C 0.7311 4.2591 -2.4727
C 0.0951 3.7350 -3.5855
C -1.0465 4.4606 -4.2444
C 0.5520 2.5223 -4.0974
C 1.5906 1.8310 -3.4984
C 2.0518 0.5061 -4.0456
C -3.5234 -0.0854 -1.8837
C -2.8557 0.6531 -2.8601
C -1.7894 0.0486 -3.7327
C -3.2007 1.9892 -3.0522
C -4.1925 2.6012 -2.3048
C -4.5607 4.0423 -2.5293
C -4.8715 1.8365 -1.3599
C -4.5722 0.4993 -1.1537
C -5.4135 -0.3297 -0.2200
H 2.4347 -5.8815 3.0359
H 1.0163 -6.6871 3.7065
H 1.5013 -5.1165 4.3308
H 1.9026 -5.3326 0.7676
H 1.5789 -4.6240 -1.4302
H 0.5457 -3.2006 -1.6275
H -0.0889 -4.7988 -1.9897
H -3.6236 -3.4403 1.4950
H -2.8106 -2.4417 2.6952
H -3.2819 -4.0888 3.1052
H -1.0048 -4.6076 3.8069
H -2.5910 -5.3101 -1.1563
H -4.1888 -4.5481 -2.8936
H -4.5925 -2.1184 -3.1988
H 4.7236 2.2916 -3.2221
H 6.6462 1.0655 -2.2592
H 6.3458 -0.2467 -0.1762
H 4.2874 2.1581 1.5660
H 5.5801 1.8264 2.7173
H 3.9428 2.1561 3.2925
H 4.1416 0.0738 4.6110
H 3.8378 -1.8823 5.8858
H 4.5507 -3.3276 5.1614
H 2.8060 -3.0932 5.1195
H 3.6798 -3.6385 2.5542
H 3.7536 -3.7678 0.2318
H 4.7862 -2.5721 -0.5680
H 3.0371 -2.3711 -0.5793
H 3.2463 3.6574 -0.2411
H 1.8216 4.6620 0.0143
H 3.0652 5.1724 -1.1290
H 0.3984 5.2091 -2.0670
H -1.1300 5.4810 -3.8727
H -1.9940 3.9544 -4.0438
H -0.9110 4.4963 -5.3261
H 0.0805 2.1081 -4.9835
H 1.5412 0.2700 -4.9771
H 1.8548 -0.2965 -3.3294
H 3.1250 0.5067 -4.2370
H -1.5235 -0.9606 -3.4251
H -0.8930 0.6651 -3.6970
H -2.1269 0.0096 -4.7712
H -2.6748 2.5587 -3.8128
H -4.1398 4.4150 -3.4630
H -4.1882 4.6706 -1.7163
H -5.6437 4.1649 -2.5664
H -5.6744 2.2907 -0.7883
H -6.2426 0.2589 0.1713
H -4.8289 -0.6953 0.6239
H -5.8206 -1.2000 -0.7389
S -4.3268 5.3509 1.1650
C -3.0934 4.4601 0.6432
N -2.1781 3.8246 0.2564
N -3.6165 3.7640 4.1587
C -2.4283 3.1831 4.0991
O -1.7532 3.2240 3.0631
C -1.9274 2.5258 5.3679
I -0.4502 1.0466 4.9795
H -3.9713 4.2457 3.3309
H -4.1805 3.7293 4.9893
H -2.7374 2.0555 5.9173
H -1.4549 3.2817 5.9914

***

For reference, lowest unoccupied orbital energy by record: 1.1718, 1.1204, 0.8486, 0.6047, -0.0026 eV.
For reference, E_HOMO by record: -9.022, -11.457, -8.535, -7.987, -8.258 eV.
For reference, molecular weight by record: 85.15, 60.14, 86.13, 484.59, 1188.42 g/mol.